48
Properties=species:S:1:pos:R:3:nbo_charge:R:1 method="wB97M-V/def2-TZVPD" e_homo_ev=-8.3958 orbital_gap_ev=8.733 de_lowest_kj_mol=619.2 max_force_ev_per_a=8.481 lumo_ev=0.3 energy_ev=-35269.437 smiles="COC(=O)OC.COC(=O)OC.COC(=O)OC.CC#N.CC#N"
C 0.284 1.127 0.815 -0.769
C -0.076 0.033 -0.089 0.468
N -0.377 -0.872 -0.734 -0.563
H 0.924 1.741 0.181 0.302
H 0.725 0.801 1.757 0.289
H -0.549 1.799 1.025 0.226
C -0.476 -1.590 4.749 -0.719
C 0.253 -0.682 3.837 0.356
N 0.818 0.020 3.124 -0.370
H -1.436 -1.139 5.002 0.256
H 0.144 -1.608 5.645 0.258
H -0.705 -2.580 4.357 0.266
C 0.971 -0.953 -2.729 -0.273
O 2.343 -1.399 -2.641 -0.522
C 3.175 -0.857 -1.606 1.001
O 2.768 0.054 -0.844 -0.652
O 4.409 -1.462 -1.628 -0.506
C 5.353 -1.305 -0.568 -0.254
H 0.882 0.133 -2.697 0.174
H 0.473 -1.226 -1.798 0.222
H 0.419 -1.359 -3.577 0.190
H 4.781 -1.287 0.360 0.193
H 6.039 -0.459 -0.513 0.190
H 6.001 -2.178 -0.499 0.195
C -1.473 3.586 1.881 -0.259
O -0.507 4.555 1.684 -0.477
C 0.397 4.318 0.741 0.994
O 0.476 3.339 -0.015 -0.659
O 1.138 5.421 0.599 -0.488
C 2.048 5.471 -0.497 -0.270
H -2.027 3.992 2.727 0.203
H -1.113 2.594 2.153 0.189
H -2.071 3.406 0.988 0.192
H 1.726 5.456 -1.538 0.201
H 2.914 4.819 -0.379 0.197
H 2.428 6.492 -0.502 0.195
C -1.573 -2.446 -0.371 -0.251
O -2.781 -2.192 -1.061 -0.488
C -3.274 -3.208 -1.748 0.985
O -2.738 -4.328 -1.926 -0.664
O -4.437 -2.779 -2.226 -0.502
C -5.431 -3.774 -2.628 -0.264
H -1.459 -3.440 0.062 0.173
H -1.478 -1.639 0.356 0.196
H -0.774 -2.246 -1.084 0.249
H -5.999 -3.427 -3.491 0.195
H -6.103 -3.963 -1.791 0.182
H -5.030 -4.761 -2.861 0.211

=====

25
Properties=species:S:1:pos:R:3:nbo_charge:R:1 method="wB97M-V/def2-TZVPD" e_homo_ev=-6.6359 orbital_gap_ev=7.280 de_lowest_kj_mol=377.1 max_force_ev_per_a=1.870 lumo_ev=0.6 energy_ev=-11506.146
C 2.123 0.282 0.317 0.214
C 1.371 1.531 0.037 -0.754
N 1.483 -0.818 -0.425 -0.802
O 3.547 0.262 0.030 -0.753
H 3.705 0.971 -0.605 0.465
H 2.059 0.013 1.378 0.154
H 1.420 -0.564 -1.407 0.363
H 2.022 -1.675 -0.334 0.371
H 1.468 1.835 -1.010 0.179
H 1.677 2.357 0.673 0.209
H -0.025 0.959 0.162 0.304
C -1.933 0.404 -1.055 -0.622
C -1.891 0.605 1.474 -0.587
C -1.168 0.113 0.226 -0.372
N -0.912 -2.240 -0.492 -0.793
C -0.620 -1.195 0.349 0.238
H -1.139 -1.991 -1.441 0.384
H -0.330 -3.061 -0.419 0.380
H -0.264 -1.500 1.325 0.193
H -1.323 0.180 -1.935 0.194
H -2.866 -0.162 -1.137 0.202
H -1.328 0.360 2.378 0.207
H -1.993 1.693 1.432 0.205
H -2.897 0.179 1.569 0.197
H -2.188 1.463 -1.091 0.221

=====

114
Properties=species:S:1:pos:R:3:mulliken_spin:R:1 method="wB97M-V/def2-TZVPD" e_homo_ev="-8.9853 / -10.5312" charge=+1 orbital_gap_ev="6.190 / 7.047" max_force_ev_per_a=1.904 multiplicity=6 lumo_ev="-2.8 / -3.5" energy_ev=-76680.958
Ru 0.570 -0.150 0.712 3.095
C 1.004 4.364 -0.442 0.007
C -0.043 3.812 -1.407 -0.003
C -1.249 4.758 -1.500 0.007
C -0.564 2.446 -1.039 0.049
C -0.717 2.052 0.292 0.096
C -1.469 0.900 0.656 -0.117
C -2.380 1.072 1.874 0.051
C -3.622 1.845 1.394 0.004
C -1.739 1.869 3.022 0.025
C -1.810 -0.027 -0.406 0.100
C -1.804 0.460 -1.733 0.069
C -1.176 1.673 -2.017 0.050
C -2.612 -0.165 -2.848 -0.001
C -3.922 0.618 -3.024 0.008
C -1.872 -0.157 -4.193 0.003
C -2.434 -1.345 -0.041 0.005
C -3.825 -1.398 -0.005 0.012
C -4.523 -2.526 0.386 0.002
C -3.824 -3.664 0.746 0.002
C -2.442 -3.657 0.688 0.003
C -1.724 -2.523 0.299 -0.007
P 0.123 -2.641 0.168 0.184
C 0.314 -3.436 -1.561 0.032
C 1.785 -3.711 -1.867 0.004
C -0.184 -2.378 -2.541 0.057
C -0.537 -4.687 -1.783 0.006
C 0.914 -3.873 1.428 0.025
C 0.336 -3.722 2.835 0.015
C 2.370 -3.390 1.491 0.051
C 0.867 -5.359 1.079 0.005
H 1.469 5.249 -0.872 0.000
H 1.776 3.623 -0.251 -0.002
H 0.564 4.654 0.510 0.000
H 0.406 3.757 -2.404 0.002
H -1.777 4.811 -0.550 -0.001
H -1.946 4.413 -2.259 0.000
H -0.920 5.761 -1.757 0.001
H -0.501 2.778 1.065 -0.010
H -2.717 0.100 2.242 -0.006
H -3.342 2.822 1.009 0.001
H -4.304 1.978 2.230 -0.001
H -4.145 1.318 0.603 -0.001
H -1.907 2.937 2.892 0.002
H -0.666 1.700 3.081 -0.006
H -2.178 1.583 3.974 0.001
H -1.183 2.038 -3.031 -0.001
H -2.876 -1.190 -2.573 0.001
H -3.716 1.652 -3.290 0.000
H -4.530 0.613 -2.123 -0.004
H -4.496 0.165 -3.828 0.001
H -2.073 0.764 -4.732 0.000
H -2.216 -0.977 -4.816 0.000
H -0.798 -0.244 -4.065 0.000
H -4.376 -0.519 -0.297 0.000
H -5.602 -2.506 0.409 0.000
H -4.347 -4.552 1.062 0.000
H -1.900 -4.554 0.949 0.002
H 2.397 -2.840 -1.637 0.004
H 1.896 -3.921 -2.929 0.000
H 2.178 -4.573 -1.338 0.001
H 0.285 -1.416 -2.355 0.001
H -1.261 -2.287 -2.461 -0.002
H 0.052 -2.675 -3.562 0.000
H -0.153 -5.567 -1.282 0.002
H -0.549 -4.904 -2.851 -0.002
H -1.567 -4.526 -1.477 -0.002
H 0.549 -2.733 3.218 0.002
H 0.818 -4.432 3.506 0.000
H -0.731 -3.917 2.878 -0.001
H 2.401 -2.315 1.708 -0.020
H 2.901 -3.568 0.562 -0.003
H 2.893 -3.919 2.286 0.003
H -0.152 -5.729 0.996 0.000
H 1.348 -5.917 1.882 0.000
H 1.407 -5.587 0.169 0.000
N -1.623 -1.516 3.355 0.006
C -0.598 -0.882 3.945 0.037
N -0.679 -0.722 5.256 0.002
C 0.346 -0.092 5.839 -0.002
N 0.299 0.103 7.156 0.002
N 1.411 0.367 5.174 0.007
C 1.396 0.208 3.861 0.008
N 0.416 -0.426 3.177 -0.095
C 2.488 0.805 3.112 0.086
C 3.652 1.206 3.767 0.000
C 4.648 1.832 3.048 0.008
C 4.446 2.054 1.689 0.010
C 3.258 1.640 1.114 -0.003
N 2.299 1.016 1.793 0.056
H -2.309 -1.931 3.960 -0.001
H -1.543 -1.809 2.391 0.013
H -0.500 -0.224 7.669 0.000
H 1.057 0.576 7.615 0.000
H 3.731 1.016 4.826 0.000
H 5.555 2.162 3.530 0.000
H 5.192 2.541 1.083 -0.002
H 3.079 1.837 0.066 0.037
O 3.483 -0.359 -0.672 0.426
N 2.283 -0.568 -0.668 0.684
O 1.488 0.157 -1.748 -0.089
O 1.485 1.536 -3.704 0.011
B 1.984 1.193 -2.460 -0.022
O 2.927 2.105 -2.024 0.019
C 3.007 3.045 -3.010 0.005
C 3.762 4.197 -3.048 0.000
C 3.641 4.977 -4.188 0.001
C 2.803 4.610 -5.234 0.000
C 2.018 3.465 -5.182 0.001
C 2.133 2.693 -4.044 0.000
H 4.415 4.469 -2.233 0.000
H 4.213 5.890 -4.259 0.000
H 2.756 5.229 -6.117 0.000
H 1.359 3.186 -5.988 0.000

=====

71
Properties=species:S:1:pos:R:3:mulliken_spin:R:1 method="wB97M-V/def2-TZVPD" e_homo_ev="-11.0038 / -10.7001" charge=+1 orbital_gap_ev="7.678 / 7.088" max_force_ev_per_a=1.370 multiplicity=3 lumo_ev="-3.3 / -3.6" energy_ev=-136723.331
Mo -0.504 0.027 0.823 2.134
C -1.045 -1.657 4.021 0.028
Si -0.255 -0.105 3.335 -0.172
C -1.043 1.363 4.198 0.005
C 1.578 -0.100 3.755 -0.003
C 2.013 -0.157 5.086 0.001
C 3.363 -0.157 5.402 0.001
C 4.311 -0.099 4.386 0.000
C 3.899 -0.040 3.064 0.009
C 2.537 -0.039 2.732 0.008
Si 2.007 0.014 0.939 -0.091
C 2.800 1.471 0.072 -0.002
C 2.590 -1.543 0.080 0.004
H -0.984 -1.674 5.113 0.001
H -0.533 -2.543 3.638 0.006
H -2.102 -1.722 3.744 0.002
H -0.870 1.310 5.277 -0.002
H -2.125 1.393 4.040 0.002
H -0.616 2.305 3.843 0.002
H 1.286 -0.204 5.893 0.000
H 3.679 -0.202 6.437 0.000
H 5.367 -0.100 4.628 0.000
H 4.653 0.005 2.282 0.000
H 3.887 1.377 0.157 -0.001
H 2.521 2.428 0.522 -0.001
H 2.547 1.500 -0.992 0.007
H 3.669 -1.608 0.251 -0.001
H 2.418 -1.514 -0.998 0.004
H 2.126 -2.444 0.486 -0.003
O -0.700 0.820 -1.377 -0.003
S -0.140 -0.397 -2.132 -0.001
C -1.430 -0.965 -3.199 0.001
C -1.466 -2.319 -3.499 -0.001
C -2.458 -2.783 -4.351 0.000
C -3.396 -1.899 -4.865 0.000
C -3.354 -0.548 -4.534 0.000
C -2.363 -0.067 -3.694 0.003
C 1.013 0.258 -3.311 0.007
C 1.017 1.619 -3.568 -0.004
C 1.942 2.114 -4.476 -0.001
C 2.838 1.256 -5.100 0.000
C 2.822 -0.106 -4.822 0.000
C 1.906 -0.616 -3.915 0.001
H -0.737 -2.998 -3.070 0.001
H -2.506 -3.834 -4.603 0.000
H -4.173 -2.264 -5.523 0.000
H -4.096 0.131 -4.933 0.000
H -2.315 0.979 -3.417 0.001
H 0.319 2.270 -3.058 0.000
H 1.966 3.174 -4.694 0.000
H 3.560 1.651 -5.802 0.000
H 3.528 -0.768 -5.305 0.000
H 1.889 -1.675 -3.683 -0.001
C -1.699 -4.129 0.631 -0.006
O -0.838 -2.966 0.730 -0.003
C -1.447 -1.795 0.668 -0.114
O -2.641 -1.630 0.485 0.057
H -1.045 -4.983 0.767 0.000
H -2.178 -4.157 -0.344 0.001
H -2.457 -4.096 1.408 0.001
Br -4.246 5.489 0.710 0.004
C -3.205 3.948 0.865 0.029
C -3.807 2.727 1.121 -0.017
C -3.011 1.605 1.203 0.066
N -1.679 1.677 1.054 0.008
C -1.100 2.868 0.833 0.074
C -1.829 4.027 0.716 -0.014
H -4.877 2.642 1.247 -0.001
H -3.424 0.618 1.368 -0.015
H -0.020 2.871 0.731 -0.013
H -1.336 4.969 0.521 -0.001

=====

15
Properties=species:S:1:pos:R:3:nbo_charge:R:1 method="wB97M-V/def2-TZVPD" e_homo_ev="-7.3421 / -7.2324" orbital_gap_ev="7.401 / 7.385" de_lowest_kj_mol=448.5 max_force_ev_per_a=2.937 lumo_ev="0.1 / 0.2" energy_ev=-29465.142
C -1.196 -2.559 -1.252 0.146
C -1.174 2.256 1.025 -0.693
C 2.615 0.123 -1.064 -0.776
C 0.224 -0.293 0.413 -0.166
N -1.563 -2.610 -0.186 -0.352
O -0.382 -0.882 1.537 -0.738
S -0.621 1.065 -0.362 0.177
S 1.906 -0.809 0.101 0.544
H -1.502 3.271 0.695 0.228
H -0.367 2.379 1.719 0.227
H -2.058 1.780 1.307 0.219
H 3.417 -0.351 -1.606 0.220
H 2.226 1.125 -1.430 0.238
H -0.856 -2.698 -2.187 0.219
H -0.670 -1.797 1.290 0.507

=====

80
Properties=species:S:1:pos:R:3:lowdin_charge:R:1 method="wB97M-V/def2-TZVPD" e_homo_ev=-7.0574 orbital_gap_ev=7.079 de_lowest_kj_mol=109.1 max_force_ev_per_a=3.298 lumo_ev=0.0 energy_ev=-120230.344
Ti 10.875 11.278 12.606 1.032
O 13.344 16.152 9.546 0.052
C 12.901 15.126 10.328 -0.274
C 12.066 15.297 11.430 0.082
C 11.499 14.163 11.950 -0.159
N 11.955 12.956 11.671 0.079
C 12.701 12.755 10.593 -0.111
C 13.188 13.843 9.836 0.103
C 12.896 11.237 10.389 -0.504
O 13.680 10.761 9.585 0.068
O 12.067 10.552 11.153 -0.145
C 10.459 14.138 13.060 -0.458
O 10.007 15.128 13.560 0.124
O 10.205 12.836 13.438 -0.182
H 13.481 16.967 10.120 0.151
H 11.725 16.245 11.854 0.142
H 13.832 13.553 9.008 0.136
C 7.861 11.071 8.575 0.021
O 7.861 10.105 9.728 -0.042
C 8.708 10.405 10.765 -0.477
O 9.093 11.551 11.106 0.025
N 9.023 9.244 11.412 0.061
N 9.957 9.246 12.485 0.024
H 7.229 10.605 7.831 0.086
H 8.917 11.157 8.183 0.104
H 7.508 12.038 8.909 0.086
H 8.568 8.410 11.138 0.150
H 10.663 8.559 12.252 0.073
H 9.477 9.036 13.396 0.081
Cl 14.293 11.358 15.167 0.675
C 12.997 10.624 16.041 -0.606
C 13.275 10.008 17.262 -0.122
C 12.234 9.403 17.979 -0.103
C 10.898 9.512 17.548 -0.113
C 10.661 10.044 16.273 -0.573
Cl 9.025 10.057 15.663 0.691
C 11.708 10.514 15.408 -0.414
N 11.593 10.709 14.100 -0.098
H 14.245 9.941 17.689 0.090
H 12.486 8.991 18.932 0.087
H 10.048 9.238 18.148 0.092
C 13.387 5.156 12.990 -0.267
S 13.689 6.889 12.957 0.925
O 12.525 7.461 12.207 -0.536
C 15.040 6.826 11.745 -0.368
C 14.858 6.469 10.403 -0.068
C 15.975 6.444 9.597 -0.101
C 17.258 6.817 9.998 -0.071
C 17.381 7.288 11.291 -0.080
C 16.293 7.293 12.200 -0.069
H 12.510 5.046 13.651 0.061
H 14.190 4.581 13.421 0.057
H 13.201 4.783 12.000 0.048
H 13.869 6.182 9.992 0.130
H 15.842 6.031 8.624 0.089
H 18.044 6.767 9.257 0.106
H 18.353 7.616 11.669 0.105
H 16.407 7.603 13.241 0.104
C 14.738 8.312 6.581 -0.161
C 13.416 7.888 5.880 -0.442
P 11.788 8.677 6.468 0.934
C 10.750 8.282 4.929 -0.446
C 11.218 7.096 4.049 -0.184
C 12.162 10.514 6.313 -0.435
C 12.643 10.835 4.918 -0.190
H 15.492 7.515 6.529 0.050
H 14.578 8.546 7.665 0.061
H 15.238 9.243 6.183 0.075
H 13.252 6.772 5.921 0.066
H 13.451 8.038 4.766 0.058
H 10.521 9.203 4.381 0.051
H 9.797 7.914 5.382 0.055
H 12.105 7.270 3.393 0.067
H 10.330 6.710 3.461 0.082
H 11.571 6.280 4.715 0.055
H 12.877 10.727 7.116 0.048
H 11.198 11.008 6.541 0.056
H 13.715 10.640 4.816 0.054
H 12.552 11.950 4.661 0.089
H 12.129 10.243 4.104 0.062

=====

82
Properties=species:S:1:pos:R:3:mulliken_spin:R:1 method="wB97M-V/def2-TZVPD" e_homo_ev="-11.5837 / -11.5836" charge=+2 orbital_gap_ev="4.825 / 3.552" de_lowest_kj_mol=0.0 max_force_ev_per_a=1.470 multiplicity=2 lumo_ev="-6.8 / -8.0" energy_ev=-103908.627
Sn 0.981 -2.090 -1.156 0.014
C 4.891 -3.104 2.241 -0.007
C 3.548 -2.949 1.634 0.013
N 3.364 -2.514 0.426 0.045
N 4.546 -2.349 -0.268 -0.017
C 4.643 -1.985 -1.442 0.019
S 4.130 -1.475 -2.995 0.007
S 6.135 -1.641 -2.331 0.000
C 6.631 0.003 -1.625 0.000
C 7.227 -0.239 -0.290 0.000
C 6.472 0.064 0.839 0.000
C 6.976 -0.157 2.102 0.000
C 8.243 -0.722 2.249 0.000
C 8.989 -1.039 1.126 0.000
C 8.493 -0.802 -0.138 0.000
C 2.322 -3.276 2.460 0.113
C 2.540 -3.966 3.626 -0.027
C 1.495 -4.221 4.546 0.265
C 0.173 -3.848 4.321 -0.061
C -0.101 -3.183 3.136 0.214
C 0.928 -2.905 2.181 0.099
O 0.533 -2.330 1.124 0.307
H 5.609 -2.639 1.575 -0.001
H 5.184 -4.155 2.309 0.000
H 4.956 -2.648 3.228 0.001
H 5.711 0.596 -1.626 0.000
H 7.331 0.383 -2.376 0.000
H 5.498 0.532 0.705 0.000
H 6.400 0.108 2.972 0.000
H 8.663 -0.897 3.235 0.000
H 9.964 -1.490 1.221 0.000
H 9.110 -1.054 -0.998 0.000
H 3.539 -4.301 3.841 0.011
H 1.743 -4.739 5.460 0.003
H -0.606 -4.071 5.040 0.004
H -1.095 -2.851 2.872 0.003
C -10.626 5.391 0.358 0.000
O -9.324 5.952 0.476 0.000
C -8.281 5.106 0.321 0.000
C -8.414 3.749 0.019 0.000
C -7.293 2.981 -0.152 0.000
C -6.003 3.517 -0.041 -0.001
C -5.897 4.891 0.268 0.000
C -7.000 5.662 0.453 0.000
C -4.855 2.644 -0.274 0.000
N -4.925 1.346 -0.526 0.000
C -3.622 0.925 -0.694 -0.001
C -2.742 1.973 -0.512 -0.002
N -3.542 3.084 -0.255 0.000
C -1.338 1.755 -0.559 0.000
C -0.372 2.761 -0.435 -0.001
C 0.967 2.434 -0.424 0.002
C 1.350 1.089 -0.541 -0.003
N 0.451 0.123 -0.686 -0.006
C -0.876 0.448 -0.731 0.004
C -1.791 -0.624 -0.989 0.003
N -1.281 -1.855 -1.280 -0.004
C -2.110 -2.815 -1.648 0.000
C -3.493 -2.624 -1.686 -0.001
C -4.018 -1.411 -1.323 0.001
C -3.141 -0.371 -1.012 0.002
H -11.306 6.213 0.544 0.000
H -10.783 4.604 1.109 0.000
H -10.793 4.993 -0.653 0.000
H -9.403 3.315 -0.121 0.000
H -7.375 1.923 -0.394 0.000
H -4.914 5.346 0.383 0.000
H -6.936 6.718 0.669 0.000
H -3.275 4.027 -0.074 0.000
H -0.648 3.798 -0.331 0.000
H 1.728 3.201 -0.356 0.000
H 2.391 0.820 -0.540 -0.001
H -1.677 -3.767 -1.961 0.000
H -4.118 -3.440 -2.045 0.000
H -5.082 -1.243 -1.348 0.000
F 0.705 -2.875 -3.700 0.000
P 0.714 -1.529 -4.687 -0.001
F -0.838 -1.318 -4.369 0.000
F 0.791 -0.154 -5.458 0.000
F 1.057 -0.693 -3.194 0.000
F 2.332 -1.721 -4.870 0.000
F 0.442 -2.396 -5.960 0.000